The following is a quantum chemistry calculation of a structure of composition C28H43BIrN9OS4Se, from the OMol25 dataset.

Atoms and positions in Å:
Ir (0.56, 0.73, -0.51)
C (-2.15, 3.68, 1.97)
C (-3.05, 2.62, 2.56)
C (-3.52, 3.08, 3.93)
C (-4.26, 2.34, 1.67)
N (-2.27, 1.34, 2.71)
C (-2.12, 0.72, 3.94)
C (-1.54, -0.47, 3.72)
N (-1.36, -0.61, 2.37)
B (-0.90, -2.01, 1.86)
N (-1.48, -2.39, 0.48)
C (-2.62, -3.16, 0.39)
C (-2.76, -3.54, -0.90)
N (-1.71, -2.98, -1.61)
C (-0.94, -2.30, -0.74)
S (0.55, -1.50, -1.15)
C (-1.44, -3.23, -3.07)
C (-0.16, -4.04, -3.20)
C (-2.60, -4.05, -3.65)
C (-1.37, -1.88, -3.79)
N (0.64, -2.23, 1.93)
C (1.11, -3.51, 2.14)
C (2.45, -3.48, 2.03)
N (2.82, -2.18, 1.75)
C (1.69, -1.44, 1.69)
S (1.60, 0.30, 1.46)
C (4.24, -1.73, 1.55)
C (5.16, -2.94, 1.70)
C (4.60, -0.71, 2.63)
C (4.40, -1.17, 0.14)
C (-1.76, 0.51, 1.76)
S (-1.66, 0.80, 0.02)
H (-2.69, 4.63, 1.95)
H (-1.88, 3.40, 0.96)
H (-1.25, 3.80, 2.58)
H (-4.08, 4.01, 3.79)
H (-2.69, 3.29, 4.61)
H (-4.20, 2.36, 4.40)
H (-4.86, 3.24, 1.60)
H (-4.88, 1.55, 2.10)
H (-3.96, 2.04, 0.67)
H (-2.46, 1.16, 4.86)
H (-1.29, -1.25, 4.42)
H (-1.38, -2.79, 2.64)
H (-3.22, -3.38, 1.25)
H (-3.53, -4.13, -1.36)
H (-0.26, -5.00, -2.69)
H (0.70, -3.52, -2.80)
H (0.03, -4.24, -4.26)
H (-2.66, -5.04, -3.21)
H (-2.41, -4.18, -4.71)
H (-3.55, -3.54, -3.55)
H (-0.41, -1.39, -3.65)
H (-2.16, -1.22, -3.41)
H (-1.54, -2.03, -4.86)
H (0.45, -4.33, 2.35)
H (3.17, -4.27, 2.15)
H (5.11, -3.38, 2.69)
H (6.18, -2.60, 1.54)
H (4.95, -3.70, 0.95)
H (4.49, -1.14, 3.62)
H (3.99, 0.19, 2.56)
H (5.64, -0.41, 2.50)
H (4.06, -1.90, -0.60)
H (5.45, -0.96, -0.04)
H (3.84, -0.24, 0.00)
Se (-1.33, 5.19, -2.15)
N (-0.27, 6.13, -1.10)
C (0.52, 5.26, -0.48)
C (1.53, 5.61, 0.45)
C (2.24, 4.60, 1.00)
C (1.94, 3.25, 0.66)
N (1.01, 2.85, -0.18)
C (0.29, 3.87, -0.79)
N (-0.65, 3.63, -1.67)
H (1.72, 6.65, 0.69)
H (3.04, 4.78, 1.70)
H (2.54, 2.47, 1.12)
C (-0.25, 0.72, -5.15)
S (-0.28, 1.80, -3.73)
C (1.25, 2.66, -4.05)
O (0.02, 0.83, -2.60)
H (-0.41, 1.35, -6.03)
H (-1.08, 0.02, -5.04)
H (0.70, 0.19, -5.20)
H (1.17, 3.21, -4.98)
H (2.05, 1.92, -4.09)
H (1.41, 3.36, -3.23)

The total energy is -5783.85416 a.u. The calculation puts the energy above the lowest of the compared OMol25 structures with the same formula, charge and spin at 0.000 eV. As for the total charge: +2. The LUMO energy comes out at -6.38 eV. The HOMO-LUMO gap is 6.58 eV. The highest occupied orbital energy comes out at -12.96 eV.

Results of the Mulliken charge analysis, in e, for atoms 1 through 8: Ir 1.5289; C -1.4574; C 1.3198; C -2.2547; C -1.5898; N 0.4772; C -0.3639; C -1.2588